ORCA calculation (wB97M-V/def2-TZVPD) on a cluster of 21 separate species, H42O21 in total in a non-equilibrium geometry.

Each line ends with the natural charge from an NBO analysis.
Geometry (Å):
O 1.525 2.202 1.799  -1.0045
H 1.839 1.393 1.363  0.5137
H 1.665 2.343 2.742  0.4859
O -3.045 -0.720 -4.005  -0.9810
H -3.770 -0.655 -3.372  0.4795
H -2.402 -1.348 -3.642  0.4971
O 0.530 -4.681 0.440  -0.9449
H 0.817 -4.673 -0.506  0.4690
H -0.313 -5.157 0.349  0.4772
O 0.292 1.585 4.358  -0.9470
H -0.074 2.454 4.165  0.4682
H 0.689 1.308 3.498  0.4742
O -4.641 -0.917 1.158  -0.9145
H -4.962 -0.029 0.984  0.4633
H -3.891 -0.955 0.550  0.4463
O 1.303 3.343 -2.659  -0.9995
H 0.749 2.700 -2.161  0.5068
H 1.009 4.272 -2.609  0.4998
O 3.981 -1.616 0.205  -0.9535
H 4.366 -0.827 0.598  0.4877
H 4.159 -1.488 -0.748  0.4706
O -3.173 -1.440 3.987  -0.8916
H -2.248 -1.152 3.834  0.4203
H -3.555 -0.554 4.085  0.4748
O -0.397 0.949 -3.710  -0.9565
H -1.217 1.068 -4.235  0.4839
H -0.217 0.116 -4.220  0.4716
O 3.341 1.947 -2.603  -0.9814
H 2.460 1.968 -3.056  0.4975
H 3.560 2.900 -2.744  0.4920
O -0.446 2.685 0.429  -0.9610
H 0.471 2.901 0.191  0.4909
H -0.311 1.758 0.683  0.4699
O -1.043 -2.569 -2.504  -0.9955
H -1.127 -2.265 -1.568  0.4878
H -0.105 -2.845 -2.732  0.4806
O -2.358 -1.344 -0.775  -0.9492
H -1.745 -0.617 -0.951  0.5036
H -2.542 -1.447 0.216  0.4787
O -4.133 1.758 -0.523  -0.9601
H -3.557 2.521 -0.636  0.4887
H -4.637 1.836 0.288  0.4718
O 3.283 -0.993 3.160  -0.9490
H 2.653 -1.351 2.511  0.4825
H 3.645 -1.861 3.421  0.4661
O 0.945 -2.098 -4.339  -0.9580
H 0.769 -2.910 -4.818  0.4786
H 1.533 -1.599 -4.922  0.4846
O -0.349 -2.096 2.896  -0.9282
H -1.155 -1.776 3.311  0.4414
H -0.472 -2.993 2.549  0.4836
O 1.175 -1.566 0.667  -0.9359
H 0.323 -1.825 0.300  0.4669
H 1.688 -2.320 0.298  0.4766
O 1.796 0.542 -0.465  -0.9962
H 2.247 1.072 -1.126  0.4784
H 2.133 -0.360 -0.556  0.5033
O -2.714 2.228 2.502  -0.9594
H -2.160 2.061 1.726  0.4865
H -2.322 1.800 3.265  0.4708
O 3.849 2.968 0.274  -0.9225
H 3.399 2.425 -0.381  0.4620
H 4.004 2.218 0.866  0.4561

Values from the calculation:
Relative energy (zero: lowest compared OMol25 entry of this formula, charge and spin) ... 194.7 kcal/mol
M ... 378.3 g mol⁻¹
E_LUMO ... -0.48 eV
2S+1 ... 1
Strongest force on any atom ... 2.536 eV/A
Frontier orbital gap ... 0.376 Eh

ORCA calculation (wB97M-V/def2-TZVPD) on a structure of composition C35H43As2N7PdSe in a non-equilibrium geometry.

Each line ends with the Mulliken charge.
Geometry (Å):
Pd 0.270 0.035 0.341  -0.4646
C 2.018 0.640 3.164  -1.0444
C 3.209 0.421 2.258  -1.2427
As 2.706 0.550 0.368  2.9400
C 4.150 -0.371 -0.507  0.5522
C 4.145 -1.718 -0.849  -0.3447
C 5.313 -2.314 -1.304  -0.7291
C 6.485 -1.578 -1.409  -0.6767
C 6.498 -0.237 -1.041  -0.8035
C 5.336 0.367 -0.587  -0.9129
C 2.871 2.384 -0.183  -0.6720
C 2.542 3.419 0.692  -0.0915
C 2.652 4.737 0.271  -0.9652
C 3.070 5.021 -1.026  -0.6027
C 3.376 3.988 -1.904  -0.8604
C 3.283 2.667 -1.486  0.1508
As 0.563 -0.572 2.686  1.3643
C -1.039 -0.030 3.559  0.9907
C -1.315 1.330 3.697  -0.6504
C -2.410 1.724 4.450  -0.8847
C -3.222 0.764 5.049  -0.6374
C -2.947 -0.591 4.895  -0.8005
C -1.853 -0.997 4.144  -0.3242
C 1.050 -2.355 3.123  0.6323
C 0.290 -3.442 2.685  -0.5989
C 0.614 -4.715 3.123  -0.9354
C 1.681 -4.902 3.996  -0.6713
C 2.425 -3.817 4.442  -0.8618
C 2.115 -2.537 4.010  -0.5809
H 1.625 1.655 3.117  0.4144
H 2.225 0.424 4.215  0.7343
H 3.632 -0.577 2.384  0.6006
H 4.005 1.147 2.429  0.6616
H 3.256 -2.321 -0.739  0.6314
H 5.311 -3.366 -1.559  0.4954
H 7.392 -2.050 -1.764  0.4537
H 7.411 0.339 -1.102  0.4791
H 5.369 1.411 -0.302  0.4653
H 2.221 3.219 1.708  0.2491
H 2.435 5.542 0.961  0.4982
H 3.175 6.049 -1.344  0.4664
H 3.714 4.209 -2.908  0.4733
H 3.557 1.870 -2.168  0.4362
H -0.673 2.083 3.251  0.2646
H -2.615 2.776 4.598  0.5361
H -4.060 1.076 5.660  0.4734
H -3.568 -1.330 5.384  0.4966
H -1.617 -2.051 4.062  0.4571
H -0.564 -3.303 2.034  0.6975
H 0.025 -5.562 2.798  0.4779
H 1.925 -5.898 4.341  0.4708
H 3.243 -3.964 5.135  0.4823
H 2.698 -1.706 4.385  0.3223
C -4.497 -0.628 1.082  -0.8962
N -3.982 0.707 0.775  0.1682
C -4.914 1.842 0.841  -1.0802
C -2.691 0.857 0.474  0.1992
N -1.822 -0.129 0.459  0.5248
N -2.302 2.161 0.200  -0.0139
C -1.135 2.643 -0.318  0.5553
N -1.144 3.938 -0.643  -0.3562
N -0.071 1.893 -0.482  -0.2251
H -5.582 -0.597 1.070  0.3660
H -4.166 -0.960 2.067  0.3759
H -4.196 -1.349 0.320  0.2390
H -5.866 1.484 1.218  0.3125
H -5.088 2.276 -0.146  0.4256
H -4.569 2.602 1.546  0.4326
H -2.232 -1.004 0.750  -0.4333
H -3.031 2.850 0.309  0.1482
H -1.983 4.497 -0.661  0.2134
H -0.301 4.384 -0.973  0.1783
H 0.716 2.417 -0.854  -0.1759
C 1.982 -1.427 -3.337  -0.6447
N 0.563 -1.792 -3.322  0.1216
C -0.216 -1.878 -4.429  -0.4028
C -1.449 -2.307 -4.023  -0.4161
N -1.396 -2.470 -2.677  0.1996
C -2.488 -3.024 -1.877  -0.4019
C -0.158 -2.149 -2.232  0.0615
Se 0.514 -2.416 -0.503  0.0510
H 2.214 -0.998 -4.307  0.3717
H 2.591 -2.314 -3.179  0.3983
H 2.184 -0.701 -2.555  0.0357
H 0.147 -1.649 -5.417  0.5183
H -2.333 -2.519 -4.601  0.5320
H -3.430 -2.787 -2.366  0.3278
H -2.460 -2.580 -0.889  -0.0509
H -2.379 -4.104 -1.802  0.3293

Values from the calculation:
Relative energy (zero: lowest compared OMol25 entry of this formula, charge and spin) ... 43.5 kcal/mol
M ... 897.0 g mol⁻¹
Net charge ... +4
E_LUMO (spin up / spin down) ... -13.57 / -13.57 eV
2S+1 ... 1
Strongest force on any atom ... 1.010 eV/A
Frontier orbital gap (spin up / spin down) ... 0.188 / 0.188 Eh

ORCA calculation (wB97M-V/def2-TZVPD) on the molecule Cl3FSi in a non-equilibrium geometry.

Each line ends with the natural charge from an NBO analysis.
Geometry (Å):
F -1.494 -0.003 -1.012  -0.6576
Si 0.112 0.006 0.064  1.5689
Cl -0.446 -1.171 1.559  -0.3063
Cl 0.345 1.913 0.533  -0.3030
Cl 1.483 -0.745 -1.144  -0.3020

Values from the calculation:
Relative energy (zero: lowest compared OMol25 entry of this formula, charge and spin) ... 23.2 kcal/mol
M ... 153.4 g mol⁻¹
E_LUMO ... 0.18 eV
2S+1 ... 1
Strongest force on any atom ... 5.718 eV/A
Structure (SMILES) ... F[Si](Cl)(Cl)Cl
Frontier orbital gap ... 0.460 Eh

ORCA calculation (wB97M-V/def2-TZVPD) on the ion C7H14N3O3 with charge +1 in a non-equilibrium geometry.

Each line ends with the natural charge from an NBO analysis.
Geometry (Å):
C 1.594 -1.230 0.593  0.5212
C 0.946 2.053 -0.278  -0.4069
C -0.318 1.426 -1.018  -0.5318
C 1.384 -0.003 1.191  -0.4771
C 1.941 1.073 0.317  0.0652
C -0.999 0.584 -0.028  0.5129
C -1.439 -0.783 -0.579  0.1598
N 2.054 -1.022 -0.614  -0.3087
N -1.747 0.970 1.024  -0.6909
N -2.282 -1.546 0.370  -0.8766
O 1.435 -2.460 1.225  -0.7031
O 2.492 0.256 -0.786  -0.3413
O -2.166 -0.477 -1.781  -0.6950
H 1.326 2.663 -1.190  0.2531
H 0.608 2.648 0.570  0.2086
H -1.119 2.121 -1.522  0.3026
H 0.084 0.893 -1.836  0.2549
H 1.349 0.231 2.279  0.2437
H 2.738 1.602 0.741  0.2139
H -0.454 -1.314 -0.927  0.1786
H 2.187 -1.611 -1.406  0.4265
H -2.344 0.186 1.338  0.4570
H -1.627 1.874 1.409  0.4224
H 1.734 -2.607 2.156  0.5353
H -1.823 -2.257 0.919  0.4005
H -3.042 -1.957 -0.085  0.3892
H -2.509 -1.312 -2.080  0.4860

Values from the calculation:
Relative energy (zero: lowest compared OMol25 entry of this formula, charge and spin) ... 80.0 kcal/mol
M ... 188.2 g mol⁻¹
Net charge ... +1
E_LUMO ... -4.02 eV
2S+1 ... 1
Strongest force on any atom ... 4.618 eV/A
Structure (SMILES) ... N[C@@H](O)C(=[NH2+])CC[C@H]1C=C(O)NO1
Frontier orbital gap ... 0.270 Eh

ORCA calculation (wB97M-V/def2-TZVPD) on a structure of composition C6H14NO in a non-equilibrium geometry.

Each line ends with the natural charge from an NBO analysis.
Geometry (Å):
C 0.777 -0.169 0.600  -0.4700
C 1.662 -0.499 -0.664  -0.2358
C 2.692 0.622 -1.016  -0.0325
O 3.119 1.254 0.127  -0.9558
C 0.162 -0.281 -0.782  -0.4392
N -2.409 0.250 -0.919  -0.6521
C -2.835 -0.285 0.240  0.1140
C -4.007 0.383 1.008  -0.6974
H 1.009 0.780 1.033  0.2437
H 0.729 -0.973 1.344  0.1793
H 4.836 -1.119 0.562  -0.1339
H 1.917 -1.459 -0.614  0.1731
H 3.500 0.247 -1.633  0.1077
H 2.065 1.253 -1.748  0.0681
H -0.504 -1.152 -0.982  0.1927
H -0.182 0.617 -1.257  0.2137
H 4.458 -0.405 0.612  0.0951
H -1.863 0.589 0.067  0.4087
H -2.510 -1.300 0.631  0.1437
H -4.630 0.825 0.210  0.2358
H -4.513 -0.362 1.580  0.2062
H -3.473 1.185 1.600  0.2347

Values from the calculation:
Relative energy (zero: lowest compared OMol25 entry of this formula, charge and spin) ... 162.6 kcal/mol
M ... 116.2 g mol⁻¹
Net charge ... -1
E_LUMO ... 3.16 eV
2S+1 ... 1
Strongest force on any atom ... 4.740 eV/A
Frontier orbital gap ... 0.202 Eh

Among the records above, which one has the lowest strongest force on any atom?
C35H43As2N7PdSe

The highest M belongs to which entry?
C35H43As2N7PdSe